Record 1
Density functional theory data (wB97M-V/def2-TZVPD) for a structure of composition C32H60NO19Zn at a distorted geometry.

Cartesian coordinates (Å):
Zn1 13.798 -14.429 -19.248
N1 13.273 -11.989 -17.263
O1 13.850 -13.044 -17.695
O2 12.793 -11.173 -18.054
O3 13.139 -11.856 -16.044
C1 7.826 -10.176 -18.911
O4 8.616 -11.331 -18.762
C2 9.251 -11.426 -17.501
C3 9.893 -12.786 -17.326
O5 9.075 -13.928 -17.198
C4 8.207 -14.180 -18.274
H1 6.963 -10.152 -18.240
H2 7.497 -10.144 -19.950
H3 8.431 -9.273 -18.750
H4 8.508 -11.272 -16.710
H5 10.073 -10.705 -17.409
H6 10.621 -12.760 -16.513
H7 10.543 -12.978 -18.199
H8 8.006 -15.252 -18.238
H9 8.650 -13.974 -19.259
H10 7.286 -13.591 -18.243
C5 12.215 -12.471 -12.327
O6 11.014 -11.770 -12.058
C6 10.190 -11.723 -13.184
C7 9.680 -13.088 -13.698
O7 9.142 -13.946 -12.738
C8 8.076 -13.458 -11.954
H11 12.969 -12.445 -11.546
H12 12.663 -12.084 -13.253
H13 11.984 -13.518 -12.553
H14 10.613 -11.171 -14.038
H15 9.319 -11.124 -12.902
H16 10.439 -13.577 -14.307
H17 8.837 -12.891 -14.383
H18 7.272 -13.104 -12.610
H19 8.363 -12.677 -11.250
H20 7.710 -14.332 -11.423
C9 16.714 -6.861 -24.532
O8 16.320 -7.123 -23.208
C10 15.065 -7.764 -23.181
C11 14.506 -7.632 -21.772
O9 15.286 -8.378 -20.854
C12 14.686 -8.438 -19.578
H21 17.488 -6.096 -24.571
H22 15.880 -6.511 -25.150
H23 17.137 -7.707 -25.088
H24 15.158 -8.814 -23.470
H25 14.333 -7.258 -23.818
H26 13.481 -8.029 -21.707
H27 14.438 -6.589 -21.451
H28 13.769 -9.035 -19.678
H29 14.456 -7.486 -19.095
H30 15.363 -9.001 -18.939
O10 15.202 -15.481 -18.255
C13 16.260 -16.049 -18.050
O11 17.339 -15.365 -17.696
C14 18.412 -16.264 -17.439
C15 18.069 -17.538 -18.198
C16 16.541 -17.556 -18.159
H31 18.520 -16.574 -16.391
H32 19.379 -15.793 -17.605
H33 18.513 -18.492 -17.924
H34 18.324 -17.450 -19.261
H35 16.136 -18.008 -17.251
H36 16.066 -17.937 -19.056
O12 15.221 -13.332 -20.216
C17 15.855 -12.946 -21.176
O13 15.831 -11.673 -21.532
C18 16.658 -11.422 -22.683
C19 17.411 -12.730 -22.932
C20 16.602 -13.779 -22.181
H37 17.360 -10.597 -22.609
H38 15.969 -11.225 -23.506
H39 18.430 -12.685 -22.549
H40 17.479 -12.936 -23.999
H41 17.208 -14.533 -21.681
H42 15.967 -14.314 -22.890
O14 12.354 -13.392 -20.139
C21 11.579 -12.652 -20.713
O15 10.564 -13.183 -21.376
C22 9.803 -12.163 -22.042
C23 10.653 -10.889 -21.955
C24 11.528 -11.136 -20.725
H43 8.882 -12.022 -21.474
H44 9.561 -12.460 -23.058
H45 9.998 -10.021 -21.884
H46 11.179 -10.721 -22.896
H47 11.064 -10.692 -19.846
H48 12.541 -10.740 -20.774
O16 15.640 -8.297 -16.016
C25 14.595 -8.226 -15.417
O17 14.575 -8.018 -14.100
C26 13.250 -8.073 -13.580
C27 12.544 -8.994 -14.607
C28 13.193 -8.524 -15.906
H49 12.753 -7.108 -13.491
H50 13.270 -8.585 -12.621
H51 11.455 -8.971 -14.633
H52 12.830 -10.033 -14.441
H53 12.815 -7.606 -16.364
H54 13.207 -9.306 -16.664
O18 20.150 -10.477 -16.692
C29 18.998 -10.815 -16.818
O19 18.477 -11.810 -16.105
C30 17.098 -12.008 -16.434
C31 16.904 -11.333 -17.782
C32 17.934 -10.212 -17.717
H55 16.466 -11.662 -15.612
H56 16.778 -13.055 -16.459
H57 15.857 -11.016 -17.804
H58 17.050 -11.917 -18.691
H59 17.561 -9.334 -17.183
H60 18.280 -9.944 -18.711

## Properties
* energy: -4518.53584 a.u.
* net charge: +1
* HOMO-LUMO gap: 6.70 eV
* max |F|: 2.653 eV/A
* HOMO level: -10.72 eV



Record 2
Density functional theory data (wB97M-V/def2-TZVPD) for a structure of composition C32H60NbO11S at a distorted geometry.

Cartesian coordinates (Å):
C1 -2.306 -2.184 5.487
C2 -1.527 -1.567 4.304
C3 -0.906 -0.203 4.663
C4 0.392 -0.422 5.464
Nb1 -0.702 1.201 2.846
C5 -2.903 1.686 3.080
C6 -3.796 0.785 2.237
O1 -3.741 1.111 0.838
C7 1.580 0.767 2.773
S1 2.472 1.736 1.636
O2 3.827 1.242 1.453
O3 2.432 3.110 2.086
O4 -1.176 -0.187 1.397
C8 -0.302 -1.046 0.937
O5 0.676 -0.750 0.289
C9 -0.646 -2.496 1.120
C10 -1.947 -2.886 0.808
C11 -2.355 -4.206 0.963
C12 -1.439 -5.129 1.454
C13 -0.139 -4.738 1.753
C14 0.268 -3.421 1.600
H1 -2.945 -2.979 5.104
H2 -2.889 -1.408 5.976
H3 -1.599 -2.630 6.181
H4 -0.691 -2.247 4.123
H5 -2.124 -1.579 3.396
H6 -1.598 0.302 5.342
H7 0.824 0.540 5.727
H8 0.186 -0.956 6.399
H9 1.118 -1.012 4.906
H10 -0.539 2.497 1.534
H11 -0.321 2.491 4.039
H12 -3.123 1.522 4.137
H13 -3.110 2.722 2.802
H14 -4.832 0.942 2.542
H15 -3.588 -0.277 2.352
H16 -3.357 0.361 0.382
H17 1.805 -0.292 2.642
H18 2.009 1.071 3.727
H19 1.792 1.686 0.466
H20 -2.668 -2.162 0.457
H21 -3.373 -4.473 0.723
H22 -1.756 -6.154 1.575
H23 0.542 -5.484 2.135
H24 1.271 -3.107 1.848
C15 -3.145 4.371 -0.322
C16 -4.125 4.678 0.783
O6 -4.395 3.853 1.618
C17 -4.746 6.060 0.795
H25 -2.784 3.352 -0.201
H26 -3.636 4.467 -1.294
H27 -2.298 5.058 -0.274
H28 -5.304 6.228 -0.128
H29 -3.967 6.818 0.890
H30 -5.426 6.142 1.641
C18 4.605 -3.016 -2.752
C19 3.611 -2.960 -1.613
O7 3.487 -3.893 -0.848
C20 2.796 -1.705 -1.466
H31 5.125 -3.972 -2.728
H32 4.084 -2.913 -3.704
H33 5.336 -2.212 -2.646
H34 2.200 -1.544 -2.363
H35 3.459 -0.850 -1.304
H36 2.134 -1.800 -0.613
C21 4.496 0.621 -4.532
C22 3.176 0.084 -5.034
O8 2.741 -0.974 -4.640
C23 2.436 0.929 -6.040
H37 4.924 -0.077 -3.817
H38 5.190 0.746 -5.366
H39 4.345 1.583 -4.041
H40 3.041 1.062 -6.929
H41 2.202 1.902 -5.608
H42 1.509 0.432 -6.315
C24 -8.105 -0.884 2.597
C25 -6.972 -1.865 2.406
O9 -5.838 -1.580 2.696
C26 -7.327 -3.220 1.835
H43 -7.713 0.042 3.010
H44 -8.582 -0.672 1.638
H45 -8.846 -1.296 3.285
H46 -7.771 -3.105 0.844
H47 -8.035 -3.730 2.491
H48 -6.425 -3.822 1.751
C27 3.063 3.329 -10.237
C28 2.074 3.359 -9.096
O10 1.938 2.416 -8.352
C29 1.263 4.621 -8.927
H49 3.577 2.370 -10.245
H50 2.543 3.461 -11.187
H51 3.799 4.125 -10.115
H52 0.669 4.806 -9.824
H53 1.925 5.470 -8.752
H54 0.595 4.510 -8.076
C30 5.990 -2.247 0.834
C31 7.041 -1.330 1.407
O11 8.217 -1.470 1.145
C32 6.552 -0.233 2.319
H55 6.464 -2.991 0.197
H56 5.455 -2.758 1.635
H57 5.284 -1.668 0.238
H58 6.043 -0.665 3.182
H59 5.855 0.420 1.788
H60 7.400 0.355 2.664

## Properties
* energy: -2537.96703 a.u.
* net charge: -1
* HOMO-LUMO gap: 6.66 eV
* max |F|: 2.997 eV/A
* HOMO level: -4.88 eV